# 1
{"formula": "CH17O8Pd", "method": "ωB97M-V/def2-TZVPD", "gap_ev": [7.246, 5.986], "homo_energy_ev": [-13.8, -13.8], "multiplicity": 3, "charge": 1, "s2": 2.005, "e_tot_ha": -777.62405, "relative_energy_kcal_mol": 67.8, "symbols": ["Pd", "C", "O", "H", "H", "H", "O", "H", "H", "O", "H", "H", "O", "H", "H", "O", "H", "H", "O", "H", "H", "O", "H", "H", "O", "H", "H"], "positions_angstrom": [[2.11, 2.80, -1.32], [-0.62, -0.79, -0.40], [0.07, 0.05, -1.31], [-0.15, -1.77, -0.46], [-0.58, -0.36, 0.60], [-1.65, -0.90, -0.74], [0.26, 3.29, 4.05], [0.79, 3.25, 4.85], [-0.27, 2.49, 4.08], [2.00, -5.33, 0.01], [1.17, -5.04, -0.38], [2.07, -4.80, 0.81], [0.08, 4.12, 0.48], [0.05, 3.83, 1.40], [-0.61, 4.78, 0.42], [-1.86, 0.33, 4.73], [-2.34, -0.40, 4.33], [-0.97, -0.01, 4.83], [3.22, -2.08, -2.20], [3.31, -2.45, -1.31], [2.50, -1.46, -2.13], [0.05, -2.18, -4.70], [0.02, -2.78, -3.96], [-0.19, -1.33, -4.34], [-2.99, 2.24, -2.79], [-2.26, 1.70, -2.48], [-3.21, 2.80, -2.05]], "mulliken_charge": [0.92, -0.43, -0.31, 0.18, 0.28, 0.29, -0.64, 0.32, 0.33, -0.61, 0.31, 0.31, -0.59, 0.33, 0.30, -0.63, 0.31, 0.32, -0.60, 0.33, 0.28, -0.60, 0.30, 0.30, -0.61, 0.28, 0.32]}

# 2
{"formula": "CH18MnO15P", "method": "ωB97M-V/def2-TZVPD", "gap_ev": [8.230, 7.448], "homo_energy_ev": [-9.8, -10.6], "multiplicity": 7, "s2": 12.012, "e_tot_ha": -2669.87291, "symbols": ["O", "H", "H", "H", "O", "H", "H", "H", "Mn", "C", "O", "O", "O", "P", "O", "O", "O", "O", "O", "H", "H", "O", "H", "H", "O", "H", "H", "O", "H", "H", "O", "H", "H", "O", "H", "H"], "positions_angstrom": [[-2.33, 1.03, -1.05], [-2.15, 1.89, -1.43], [-2.48, 0.48, -1.83], [-1.54, 0.71, -0.60], [-1.19, -1.85, 2.02], [-1.74, -1.93, 1.24], [-0.41, -1.33, 1.83], [-1.65, -1.54, 2.81], [0.95, -0.33, -2.40], [0.93, -0.05, 0.25], [0.51, 0.05, 1.45], [0.39, 0.66, -0.57], [1.63, -0.93, -0.24], [-1.43, -0.55, -3.57], [-0.35, 0.58, -3.65], [-2.85, -0.05, -3.24], [-0.84, -1.33, -2.36], [-1.28, -1.64, -4.68], [2.35, 1.82, 2.32], [2.97, 1.33, 2.86], [1.56, 1.29, 2.30], [3.17, -3.24, -0.96], [2.71, -3.78, -1.60], [2.60, -2.48, -0.84], [-0.69, 2.79, 1.07], [-1.32, 2.57, 1.76], [-0.13, 2.02, 1.01], [-0.09, 1.28, 4.05], [-0.59, 2.08, 3.90], [-0.07, 0.84, 3.19], [0.81, -3.45, 0.88], [0.99, -2.52, 0.71], [0.53, -3.80, 0.03], [0.62, 3.40, -1.63], [-0.30, 3.39, -1.89], [0.73, 2.61, -1.11]], "mulliken_charge": [-0.35, 0.45, 0.47, 0.19, -0.31, 0.44, 0.23, 0.44, 0.81, 0.99, -0.87, -0.07, -1.12, 1.06, -0.69, -0.76, -0.60, -0.34, -0.62, 0.30, 0.32, -0.60, 0.31, 0.42, -0.60, 0.25, 0.33, -0.60, 0.33, 0.24, -0.65, 0.34, 0.32, -0.59, 0.30, 0.23]}

# 3
{"formula": "CH18O8", "method": "ωB97M-V/def2-TZVPD", "gap_ev": 8.555, "homo_energy_ev": -8.7, "e_tot_ha": -650.27197, "relative_energy_kcal_mol": 329.3, "symbols": ["O", "H", "H", "H", "C", "O", "H", "H", "H", "O", "H", "H", "O", "H", "H", "O", "H", "H", "O", "H", "H", "O", "H", "H", "O", "H", "H"], "positions_angstrom": [[0.29, -1.11, -0.32], [-0.55, -1.25, -0.75], [0.45, -0.20, -0.05], [0.23, -1.61, 0.50], [0.77, 2.06, -0.15], [0.40, 0.75, 0.24], [1.71, 2.03, -0.70], [-0.04, 2.51, -0.73], [0.82, 2.70, 0.73], [-0.47, -1.78, 1.29], [-0.54, -2.72, 1.11], [-0.81, -1.68, 2.18], [-1.53, 1.27, -1.52], [-1.95, 1.69, -0.77], [-0.71, 0.92, -1.18], [2.22, -0.44, -1.45], [3.11, -0.20, -1.73], [1.78, 0.40, -1.34], [-1.61, -1.08, -0.72], [-2.38, -1.00, -0.15], [-1.97, -1.21, -1.60], [1.73, -0.51, 1.05], [1.56, -0.57, 1.99], [1.29, 0.29, 0.77], [-1.38, 0.34, 1.46], [-0.76, 0.81, 0.91], [-1.66, -0.40, 0.93]], "mulliken_charge": [-1.07, 0.62, 0.57, 0.37, -0.77, -1.01, 0.33, 0.39, 0.26, -0.49, 0.27, 0.37, -0.77, 0.33, 0.40, -0.59, 0.32, 0.15, -0.36, 0.28, 0.25, -0.81, 0.21, 0.76, -0.87, 0.51, 0.36]}

# 4
{"formula": "CH19O12", "method": "ωB97M-V/def2-TZVPD", "gap_ev": 10.261, "homo_energy_ev": -7.4, "charge": -1, "e_tot_ha": -952.49584, "relative_energy_kcal_mol": 11.7, "symbols": ["C", "O", "O", "O", "H", "O", "H", "H", "O", "H", "H", "O", "H", "H", "O", "H", "H", "O", "H", "H", "O", "H", "H", "O", "H", "H", "O", "H", "H", "O", "H", "H"], "positions_angstrom": [[-0.76, -0.29, 0.12], [-1.39, 0.27, 1.01], [-0.89, -1.62, -0.02], [0.02, 0.22, -0.73], [-1.41, -1.97, 0.76], [0.92, 2.38, 0.72], [0.51, 1.52, 0.47], [1.40, 2.30, 1.56], [-1.38, 0.46, -3.10], [-0.90, 1.17, -3.54], [-0.87, 0.41, -2.30], [2.11, -0.06, -3.08], [1.36, -0.59, -3.21], [2.87, -0.64, -3.02], [-2.72, 1.93, -0.68], [-2.53, 1.27, -0.01], [-2.63, 1.52, -1.52], [0.49, 0.05, 3.10], [0.03, 0.05, 2.28], [0.28, 0.89, 3.51], [0.31, -2.27, -2.42], [0.71, -3.09, -2.10], [-0.03, -1.78, -1.64], [-2.42, 2.26, 2.53], [-2.28, 1.47, 2.08], [-1.73, 2.22, 3.26], [1.47, -2.80, 1.72], [2.01, -2.29, 2.25], [1.06, -2.11, 1.21], [2.34, -0.57, 0.08], [1.42, -0.25, -0.15], [2.64, -0.05, 0.86]], "mulliken_charge": [1.12, -0.87, -0.65, -0.67, 0.36, -0.65, 0.25, 0.28, -0.72, 0.31, 0.18, -0.60, 0.30, 0.28, -0.65, 0.33, 0.33, -0.61, 0.22, 0.26, -0.68, 0.29, 0.46, -0.64, 0.50, 0.25, -0.66, 0.30, 0.35, -0.69, 0.41, 0.34]}

# 5
{"formula": "CH20ClN2O13", "method": "ωB97M-V/def2-TZVPD", "gap_ev": 9.570, "homo_energy_ev": -7.2, "charge": -1, "e_tot_ha": -1597.82633, "symbols": ["Cl", "O", "O", "O", "O", "O", "H", "H", "O", "H", "H", "O", "H", "H", "O", "H", "H", "O", "H", "H", "O", "H", "H", "O", "H", "H", "O", "H", "H", "C", "O", "N", "N", "H", "H", "H", "H"], "positions_angstrom": [[0.12, 0.69, 0.06], [-0.13, 1.43, -1.16], [0.90, 1.52, 0.95], [-1.17, 0.34, 0.63], [0.84, -0.53, -0.21], [2.07, 4.13, -0.63], [2.69, 4.10, -1.37], [2.01, 3.21, -0.34], [-2.04, -0.98, -2.30], [-1.81, -0.30, -1.66], [-2.22, -0.50, -3.11], [2.62, 3.10, 3.38], [2.43, 2.16, 3.32], [2.74, 3.26, 4.32], [4.03, -1.29, 0.30], [3.57, -1.95, -0.21], [3.31, -0.73, 0.63], [-0.53, 1.73, 3.76], [-0.52, 1.29, 4.61], [-0.54, 1.03, 3.10], [-0.21, 2.04, -4.01], [0.38, 2.78, -4.19], [-0.03, 1.82, -3.08], [-2.28, -2.23, 1.30], [-1.80, -2.70, 1.99], [-1.74, -1.45, 1.11], [-1.41, 3.77, 1.87], [-1.54, 3.17, 2.61], [-0.75, 3.29, 1.35], [-1.00, -4.54, -1.67], [-0.73, -5.74, -1.69], [-2.17, -4.03, -2.19], [-0.14, -3.60, -1.17], [-2.92, -4.66, -2.41], [-2.39, -3.07, -2.02], [-0.37, -2.63, -1.06], [0.73, -3.93, -0.81]], "mulliken_charge": [1.50, -0.73, -0.58, -0.77, -0.62, -0.62, 0.28, 0.31, -0.62, 0.33, 0.28, -0.59, 0.30, 0.28, -0.65, 0.31, 0.33, -0.61, 0.27, 0.30, -0.63, 0.30, 0.46, -0.62, 0.30, 0.40, -0.65, 0.35, 0.32, 0.52, -0.71, -0.31, -0.23, 0.21, 0.23, 0.19, 0.14]}

# 6
{"formula": "CH21O12V", "method": "ωB97M-V/def2-TZVPD", "gap_ev": 8.256, "homo_energy_ev": -10.1, "e_tot_ha": -1897.53128, "relative_energy_kcal_mol": 42.9, "symbols": ["O", "V", "O", "C", "O", "H", "H", "H", "O", "H", "H", "O", "H", "H", "O", "H", "H", "O", "H", "H", "O", "H", "H", "O", "H", "H", "O", "H", "H", "O", "H", "H", "O", "H", "H"], "positions_angstrom": [[3.04, -1.76, 0.08], [2.53, -1.20, -1.38], [1.93, -2.48, -2.17], [-0.16, -0.24, 0.23], [0.76, -0.17, -0.81], [-0.28, -1.28, 0.58], [0.09, 0.36, 1.11], [-1.19, -0.05, -0.10], [-2.30, 2.38, -0.24], [-2.76, 1.66, -0.68], [-2.16, 3.04, -0.94], [-2.02, 1.85, 2.85], [-1.80, 1.88, 1.91], [-2.86, 2.32, 2.92], [1.50, 2.66, 1.24], [0.62, 3.06, 1.31], [1.44, 2.05, 0.49], [2.42, 0.09, -3.53], [2.42, -0.02, -4.48], [1.68, 0.71, -3.35], [-0.15, -4.42, 0.22], [-0.06, -4.66, -0.71], [-0.69, -3.62, 0.21], [0.54, 2.03, -2.78], [0.73, 1.47, -2.01], [-0.34, 1.76, -3.07], [-0.96, -0.74, 3.94], [-1.63, -1.38, 4.20], [-1.44, -0.05, 3.46], [1.85, -0.43, 3.08], [1.85, -0.03, 2.20], [0.91, -0.45, 3.35], [-0.97, -1.59, -2.68], [-0.62, -1.05, -1.95], [-1.91, -1.70, -2.49]], "mulliken_charge": [-0.57, 1.25, -0.51, -0.28, 0.30, 0.20, -0.38, 0.11, -0.59, 0.30, 0.29, -0.66, 0.32, 0.30, -0.63, 0.31, 0.27, -0.54, 0.30, 0.43, -0.62, 0.31, 0.30, -0.75, 0.24, 0.34, -0.65, 0.31, 0.34, -0.63, 0.35, 0.35, -0.67, 0.25, 0.30]}